Entry 1:
108
Properties=species:S:1:pos:R:3:lowdin_charge:R:1 method="wB97M-V/def2-TZVPD" total_charge=-2 spin_multiplicity=1
C 0.694 -5.558 0.521 0.02
C -0.086 -4.416 -0.092 -0.42
O -0.163 -3.389 0.490 0.19
N -0.538 -4.560 -1.469 0.10
H -1.051 -5.444 -1.578 0.19
H -1.325 -3.909 -1.618 0.19
C 0.457 -4.692 -2.612 0.02
H 0.185 -6.506 0.339 0.09
H 0.764 -5.403 1.595 0.10
H 1.734 -5.518 0.193 0.09
H -0.183 -4.631 -3.490 0.11
H 0.893 -5.688 -2.595 0.10
H 1.187 -3.888 -2.596 0.07
C 5.784 3.800 2.527 0.03
C 4.777 4.280 1.499 -0.39
O 4.939 4.144 0.326 0.15
N 3.495 4.897 1.927 0.11
H 3.610 4.876 2.960 0.09
H 3.369 5.890 1.745 0.19
C 2.179 4.086 1.826 0.05
H 5.770 4.499 3.364 0.09
H 6.822 3.625 2.251 0.09
H 5.450 2.798 2.809 0.07
H 1.828 3.996 2.850 0.09
H 2.206 3.145 1.295 0.08
H 1.580 4.828 1.308 0.08
C 0.086 -0.305 0.939 0.01
C -0.374 1.025 0.442 -0.39
O -0.234 2.076 0.955 0.17
N -1.215 0.973 -0.808 0.13
H -1.442 1.907 -1.187 0.16
H -0.596 0.492 -1.486 0.11
C -2.336 -0.033 -0.742 0.03
H 0.615 -0.864 0.164 0.06
H -0.712 -0.958 1.289 0.07
H 0.784 -0.136 1.757 0.07
H -3.006 -0.012 -1.595 0.10
H -2.908 0.118 0.171 0.07
H -1.854 -0.989 -0.545 0.06
C 4.609 -2.117 1.319 0.01
C 3.982 -2.332 -0.008 -0.40
O 2.818 -2.470 -0.224 0.18
N 5.020 -2.483 -1.117 0.06
H 5.907 -2.013 -0.925 0.17
H 5.393 -3.445 -1.170 0.17
C 4.512 -2.038 -2.485 0.04
H 5.237 -1.222 1.376 0.11
H 5.424 -2.826 1.533 0.10
H 3.916 -2.142 2.154 0.09
H 3.978 -1.108 -2.316 0.12
H 3.776 -2.789 -2.765 0.08
H 5.368 -2.203 -3.132 0.10
C 3.771 3.736 5.447 -0.49
O 3.265 2.812 4.515 -0.10
O 3.650 4.977 4.874 -0.23
C 3.133 3.605 6.856 -0.51
F 3.766 2.613 7.577 0.07
F 3.254 4.728 7.583 0.13
F 1.805 3.329 6.881 0.13
C 3.758 1.477 4.580 -0.26
C 2.833 0.614 3.751 -0.08
H 1.804 0.572 4.107 0.09
H 2.890 0.696 2.664 0.06
H 3.115 -0.442 3.898 0.06
H 3.763 1.007 5.567 0.12
H 4.788 1.427 4.213 0.10
H 4.855 3.672 5.643 0.14
C -8.369 -2.063 -3.940 -0.54
O -7.451 -1.155 -3.327 -0.06
O -9.458 -1.374 -4.236 -0.16
C -7.747 -2.801 -5.201 -0.57
F -6.710 -3.579 -4.811 0.07
F -8.676 -3.642 -5.708 0.10
F -7.296 -1.988 -6.152 0.15
C -6.177 -1.621 -2.876 -0.28
C -6.233 -2.318 -1.527 -0.08
H -5.190 -2.336 -1.183 0.05
H -6.751 -1.848 -0.697 0.08
H -6.500 -3.355 -1.762 0.06
H -5.477 -0.794 -2.724 0.09
H -5.591 -2.177 -3.609 0.10
H -8.595 -2.941 -3.299 0.13
P 0.708 4.456 -1.764 0.19
F 0.208 3.371 -2.861 -0.16
F 1.382 3.277 -0.857 -0.21
F 2.105 4.539 -2.592 -0.19
F 1.356 5.553 -0.725 -0.20
F 0.037 5.701 -2.482 -0.12
F -0.637 4.106 -0.851 -0.18
P 0.002 -1.475 -3.667 0.22
F 1.561 -1.713 -3.270 -0.18
F -0.339 -1.998 -2.174 -0.16
F -0.076 0.037 -3.091 -0.13
F -1.562 -1.378 -4.131 -0.13
F 0.413 -0.845 -5.115 -0.15
F 0.059 -2.945 -4.365 -0.20
P -4.135 0.321 2.953 0.16
F -4.718 -1.039 3.668 -0.20
F -3.722 0.996 4.355 -0.17
F -2.661 -0.379 2.821 -0.19
F -3.534 1.607 2.198 -0.15
F -4.659 -0.274 1.560 -0.16
F -5.632 0.990 3.202 -0.20
B -4.336 2.173 -3.026 -1.25
F -2.905 2.174 -2.950 0.05
F -4.655 1.246 -4.058 0.07
F -4.887 1.874 -1.776 0.11
F -4.726 3.429 -3.474 0.10

---

Entry 2:
73
Properties=species:S:1:pos:R:3:lowdin_charge:R:1 method="wB97M-V/def2-TZVPD" total_charge=+1 e_above_lowest_kj_mol=0.00 spin_multiplicity=1
C 1.742 1.676 -0.206 -0.17
C 1.834 0.183 -0.524 -0.36
C 2.864 -0.262 -1.593 -0.78
I 4.515 1.094 -1.836 0.88
Si 2.039 -0.605 -3.264 0.63
C 3.319 -1.011 -4.592 -0.27
C 3.896 -2.441 -4.545 -0.21
C 3.192 -3.440 -5.470 -0.20
F 2.686 -2.807 -6.607 -0.06
C 1.054 0.914 -3.827 -0.20
C -0.435 0.851 -3.519 -0.23
O -1.233 1.687 -4.392 -0.05
C -1.524 1.128 -5.590 -0.33
O -2.062 0.063 -5.716 0.09
B 0.882 -2.251 -2.992 -0.56
O 0.229 -2.811 -4.075 0.12
N 0.799 -2.875 -1.650 -0.17
C 1.420 -4.203 -1.627 -0.07
C -0.570 -2.864 -1.132 -0.09
H 0.838 1.873 0.382 0.05
H 2.596 2.000 0.394 0.05
H 1.709 2.302 -1.101 0.05
H 0.842 -0.186 -0.819 0.08
H 2.090 -0.333 0.411 0.10
H 3.319 -1.194 -1.248 0.04
H 4.134 -0.289 -4.504 0.03
H 2.841 -0.819 -5.556 0.08
H 4.958 -2.406 -4.807 0.11
H 3.863 -2.836 -3.520 0.10
H 2.359 -3.947 -4.976 0.10
H 3.896 -4.204 -5.812 0.12
H 1.248 1.078 -4.892 0.09
H 1.474 1.788 -3.313 0.07
H -0.631 1.251 -2.520 0.12
H -0.843 -0.161 -3.597 0.09
H -1.226 1.749 -6.444 0.15
H -0.730 -2.886 -4.004 0.11
H 2.167 -4.295 -2.425 0.08
H 1.923 -4.385 -0.671 0.09
H 0.687 -5.004 -1.785 0.09
H -0.580 -2.590 -0.070 0.07
H -1.054 -3.844 -1.226 0.09
H -1.201 -2.132 -1.653 0.08
C -2.449 -0.707 1.719 -0.09
C -1.127 -0.084 2.157 -0.25
C -0.972 0.076 3.677 -0.17
C -2.126 0.720 4.437 -0.11
N -2.085 2.231 4.538 -0.26
C -3.378 2.710 5.183 -0.09
C -3.065 2.780 6.663 -0.14
C -1.660 3.379 6.658 -0.13
C -0.972 2.673 5.491 -0.08
C -1.915 2.865 3.201 0.02
H -3.295 -0.034 1.876 0.07
H -2.414 -0.923 0.652 0.07
H -2.652 -1.641 2.246 0.09
H -0.992 0.867 1.640 0.08
H -0.303 -0.715 1.819 0.10
H -0.035 0.594 3.904 0.12
H -0.860 -0.924 4.100 0.13
H -2.130 0.372 5.468 0.14
H -3.087 0.460 3.998 0.12
H -3.593 3.699 4.782 0.14
H -4.180 2.031 4.911 0.14
H -3.069 1.784 7.109 0.12
H -3.787 3.388 7.203 0.13
H -1.126 3.227 7.592 0.13
H -1.708 4.453 6.474 0.13
H -0.437 1.783 5.807 0.13
H -0.290 3.318 4.945 0.13
H -2.688 2.495 2.532 0.12
H -0.929 2.628 2.814 0.10
H -2.005 3.942 3.319 0.12

---

Entry 3:
101
Properties=species:S:1:pos:R:3:lowdin_charge:R:1 method="wB97M-V/def2-TZVPD" total_charge=+1 e_above_lowest_kj_mol=0.00 spin_multiplicity=1
C -3.423 0.208 3.789 0.02
C -4.529 1.035 3.159 -0.49
O -4.627 2.218 3.378 0.11
O -5.405 0.326 2.376 0.00
C -5.816 1.009 1.213 -0.18
C -5.326 0.271 -0.065 -0.09
C -4.133 0.920 -0.692 -0.18
C -2.970 0.198 -0.832 0.03
C -1.898 0.772 -1.389 -0.02
N -1.944 2.030 -1.771 0.12
C -3.030 2.768 -1.663 -0.04
C -4.134 2.218 -1.142 -0.55
Cl -5.545 3.205 -1.073 0.84
H -3.327 0.583 4.794 0.06
H -3.787 -0.815 3.853 0.09
H -2.491 0.303 3.241 0.09
H -6.902 1.042 1.158 0.14
H -5.472 2.036 1.161 0.07
H -5.018 -0.730 0.237 0.13
H -6.135 0.146 -0.782 0.13
H -2.948 -0.830 -0.512 0.14
H -0.999 0.191 -1.519 0.11
H -1.105 2.437 -2.167 0.09
H -3.048 3.795 -1.990 0.15
C 1.638 1.149 -3.511 0.04
N 0.576 2.100 -3.125 -0.39
O -0.379 2.239 -3.889 0.08
O 0.697 2.685 -2.067 0.06
H 1.375 0.714 -4.467 0.10
H 2.574 1.695 -3.578 0.12
H 1.684 0.393 -2.741 0.06
C -0.982 -2.443 -4.014 0.05
N 0.216 -1.734 -3.504 -0.39
O 1.240 -1.784 -4.149 0.09
O 0.067 -1.125 -2.458 0.01
H -0.743 -2.949 -4.941 0.11
H -1.294 -3.149 -3.254 0.10
H -1.733 -1.680 -4.168 0.09
C 4.365 -1.781 -0.754 0.07
N 4.745 -0.754 -1.761 -0.42
O 5.886 -0.759 -2.159 0.09
O 3.870 0.023 -2.110 0.02
H 5.235 -2.391 -0.540 0.10
H 4.029 -1.256 0.135 0.11
H 3.564 -2.378 -1.183 0.10
C 9.122 -2.135 -1.999 0.04
N 9.476 -2.161 -0.555 -0.44
O 8.590 -1.938 0.250 0.05
O 10.630 -2.405 -0.275 0.07
H 8.066 -1.906 -2.089 0.06
H 9.727 -1.369 -2.474 0.10
H 9.346 -3.116 -2.407 0.08
C 4.413 -0.951 -4.801 0.02
N 4.498 -0.725 -6.270 -0.44
O 4.692 0.411 -6.653 0.07
O 4.363 -1.698 -6.983 0.07
H 4.550 -0.008 -4.291 0.07
H 3.433 -1.364 -4.595 0.07
H 5.198 -1.652 -4.533 0.10
C -5.716 -0.136 7.463 0.04
N -4.247 -0.364 7.552 -0.43
O -3.713 -0.209 8.625 0.08
O -3.678 -0.692 6.523 0.03
H -6.082 0.146 8.442 0.10
H -5.878 0.660 6.741 0.10
H -6.171 -1.065 7.133 0.10
C -5.684 -2.777 -3.864 0.06
N -4.201 -2.763 -3.740 -0.40
O -3.716 -2.452 -2.651 0.04
O -3.559 -3.054 -4.747 0.06
H -6.112 -2.499 -2.908 0.09
H -5.954 -2.064 -4.637 0.11
H -5.977 -3.785 -4.144 0.11
C -4.790 6.344 0.848 0.03
N -5.591 7.530 1.258 -0.45
O -6.494 7.875 0.522 0.07
O -5.278 8.064 2.299 0.08
H -5.179 5.975 -0.093 0.05
H -3.758 6.666 0.744 0.10
H -4.889 5.596 1.631 0.10
C 13.314 -4.625 -2.427 0.05
N 12.115 -3.864 -2.869 -0.44
O 11.122 -4.501 -3.170 0.05
O 12.216 -2.659 -2.896 0.07
H 13.080 -5.682 -2.452 0.09
H 14.122 -4.387 -3.113 0.10
H 13.550 -4.300 -1.418 0.10
C -4.298 -3.199 11.184 0.05
N -5.580 -3.210 10.427 -0.44
O -5.633 -2.554 9.402 0.04
O -6.485 -3.870 10.884 0.08
H -3.591 -2.569 10.656 0.09
H -4.508 -2.806 12.174 0.10
H -3.944 -4.225 11.239 0.10
C 1.400 4.595 0.119 0.03
N 2.527 5.396 0.672 -0.45
O 3.566 5.408 0.045 0.08
O 2.321 5.981 1.716 0.07
H 1.724 4.136 -0.801 0.06
H 1.141 3.844 0.860 0.10
H 0.572 5.276 -0.054 0.10

---

Entry 4:
71
Properties=species:S:1:pos:R:3:lowdin_charge:R:1 method="wB97M-V/def2-TZVPD" total_charge=+3 e_above_lowest_kj_mol=0.00 spin_multiplicity=1
In -0.164 -0.538 -1.679 0.37
P -0.242 2.088 1.055 0.90
P 0.044 1.384 -3.438 0.76
P 2.353 -0.681 -1.004 0.77
H -0.757 -3.957 2.361 0.06
C 0.054 -3.277 2.640 -0.06
C -0.160 -2.127 3.298 -0.09
H -1.166 -1.767 3.544 0.06
C -2.001 2.202 1.374 -0.18
C 0.433 3.729 0.817 -0.17
C 0.576 1.256 2.414 -0.18
C 0.790 0.782 -4.987 -0.21
C -1.577 2.053 -3.937 -0.22
C 1.023 2.855 -2.997 -0.23
C 2.550 -1.963 0.273 -0.21
C 3.304 0.758 -0.420 -0.23
C 3.339 -1.300 -2.407 -0.20
H 1.072 -3.614 2.418 0.06
H 0.681 -1.543 3.696 0.06
H -2.334 1.382 2.025 0.08
H -2.558 2.155 0.429 0.07
H -2.217 3.162 1.867 0.09
H 0.470 3.973 -0.254 0.05
H 1.445 3.795 1.241 0.08
H -0.212 4.460 1.327 0.09
H 0.249 0.210 2.494 0.03
H 0.327 1.777 3.352 0.10
H 1.667 1.273 2.284 0.06
H 0.115 1.022 -5.820 0.07
H 0.929 -0.307 -4.939 0.02
H 1.760 1.275 -5.145 0.07
H -1.690 1.968 -5.027 0.07
H -1.655 3.106 -3.634 0.06
H -2.377 1.480 -3.449 0.04
H 0.359 3.726 -2.909 0.06
H 1.769 3.043 -3.781 0.07
H 1.545 2.708 -2.043 0.01
H 3.483 -1.774 0.825 0.08
H 2.597 -2.954 -0.197 0.05
H 1.707 -1.955 0.978 0.02
H 4.292 0.406 -0.084 0.08
H 2.800 1.260 0.417 0.02
H 3.445 1.479 -1.239 0.06
H 4.403 -1.220 -2.136 0.08
H 3.145 -0.693 -3.302 0.06
H 3.091 -2.348 -2.625 0.04
C 0.507 -3.888 -2.275 -0.66
C -0.052 -4.294 -1.047 -0.14
C 0.600 -5.231 -0.253 -0.08
C 1.811 -5.798 -0.678 -0.05
C 2.359 -5.422 -1.912 -0.06
C 1.704 -4.491 -2.715 -0.14
Se -0.324 -2.540 -3.328 0.73
H -0.050 1.308 -0.148 -0.03
H -0.991 -3.842 -0.727 0.08
H 0.159 -5.526 0.700 0.11
H 2.314 -6.540 -0.052 0.12
H 3.295 -5.866 -2.256 0.12
H 2.096 -4.207 -3.692 0.11
C -3.179 -2.708 1.395 0.02
N -3.652 -1.587 0.579 -0.13
C -5.086 -1.339 0.486 0.00
C -2.818 -0.968 -0.242 -0.24
O -1.559 -1.219 -0.196 -0.19
H -2.893 -3.560 0.758 0.12
H -4.017 -3.003 2.033 0.11
H -2.316 -2.425 2.011 0.05
H -5.271 -0.258 0.461 0.10
H -5.521 -1.785 -0.422 0.12
H -5.565 -1.779 1.364 0.11
H -3.246 -0.233 -0.944 0.16

---

Entry 5:
93
Properties=species:S:1:pos:R:3:lowdin_charge:R:1 method="wB97M-V/def2-TZVPD" total_charge=+1 spin_multiplicity=1
N 5.004 0.285 3.717 -0.23
P 4.036 -0.925 3.614 0.78
N 4.289 -1.819 2.129 -0.13
C 5.719 -1.879 1.720 -0.17
C 6.084 -0.818 0.655 -0.25
N 6.961 0.200 1.270 -0.01
C 3.415 -2.399 1.308 -0.30
N 3.834 -2.930 0.164 0.27
C 2.731 -3.339 -0.445 -0.47
F 2.720 -3.880 -1.612 0.18
N 1.656 -3.095 0.277 -0.35
I -0.151 -3.594 -0.576 1.18
N 2.041 -2.520 1.469 0.11
C 1.101 -2.191 2.481 -0.42
F 0.071 -3.072 2.434 0.08
F 1.556 -2.474 3.713 0.14
C 0.400 -0.770 2.459 -0.33
F -0.825 -0.920 1.918 0.11
F 0.158 -0.448 3.734 0.17
C 1.088 0.449 1.766 -0.34
F 1.368 1.353 2.718 0.16
F 2.252 0.209 1.132 0.14
C 0.181 1.236 0.758 -0.56
F -0.852 1.795 1.351 0.21
F -0.137 0.504 -0.304 0.17
F 0.958 2.235 0.311 0.18
H 5.598 0.153 4.531 0.00
H 2.730 -0.418 3.684 0.02
H 4.235 -1.854 4.658 0.04
H 6.349 -1.619 2.571 0.10
H 6.017 -2.888 1.444 0.12
H 6.653 -1.290 -0.147 0.12
H 5.189 -0.369 0.212 0.10
H 6.377 1.008 1.459 0.05
H 7.606 0.525 0.557 0.07
O 4.157 0.802 -4.924 -0.30
P 2.673 1.089 -5.011 0.74
N 2.135 -0.214 -3.998 -0.34
C 1.498 -1.462 -4.327 -0.13
C 2.450 -0.099 -2.592 -0.13
N 2.497 0.860 -6.695 -0.30
C 1.500 0.033 -7.346 -0.13
C 3.733 0.802 -7.477 -0.14
N 1.083 1.874 -4.977 -0.30
C 1.233 3.278 -4.526 -0.13
C -0.136 1.328 -4.417 -0.13
H 0.578 -1.587 -3.733 0.07
H 2.155 -2.317 -4.110 0.08
H 1.201 -1.544 -5.368 0.06
H 1.809 0.656 -2.109 0.06
H 3.493 0.197 -2.436 0.08
H 2.303 -1.043 -2.060 0.05
H 1.761 -1.031 -7.299 0.08
H 1.424 0.296 -8.403 0.08
H 0.498 0.182 -6.946 0.07
H 4.229 -0.171 -7.384 0.09
H 4.430 1.575 -7.171 0.07
H 3.521 0.976 -8.534 0.08
H 1.499 3.334 -3.464 0.07
H 0.320 3.851 -4.687 0.08
H 2.025 3.771 -5.100 0.08
H -0.088 1.171 -3.331 0.07
H -0.430 0.399 -4.903 0.07
H -0.954 2.026 -4.607 0.09
O -6.171 -0.819 1.356 -0.30
P -5.630 0.306 2.214 0.73
N -4.772 -0.667 3.359 -0.34
C -5.094 -0.996 4.728 -0.13
C -3.592 -1.355 2.872 -0.13
N -7.135 0.934 2.732 -0.30
C -7.515 1.231 4.099 -0.13
C -8.319 0.460 2.014 -0.14
N -4.852 1.802 2.772 -0.30
C -4.234 2.494 1.621 -0.14
C -3.992 1.944 3.929 -0.13
H -4.247 -0.766 5.390 0.08
H -5.324 -2.063 4.844 0.09
H -5.942 -0.441 5.115 0.05
H -2.762 -0.658 2.728 0.04
H -3.793 -1.848 1.914 0.07
H -3.259 -2.126 3.567 0.09
H -7.782 0.324 4.654 0.08
H -8.392 1.883 4.113 0.08
H -6.747 1.779 4.643 0.07
H -8.614 -0.546 2.334 0.09
H -8.151 0.446 0.942 0.07
H -9.162 1.133 2.187 0.08
H -3.363 1.949 1.244 0.06
H -3.925 3.508 1.878 0.08
H -4.959 2.578 0.804 0.08
H -3.056 1.375 3.853 0.08
H -4.501 1.676 4.853 0.07
H -3.723 2.997 4.041 0.09

---

| no. | LUMO level (hartree) | HOMO energy (eV) |
| --- | --- | --- |
| 1 | -0.0120 | -1.31 |
| 2 | -0.0905 | -10.39 |
| 3 | -0.1478 | -12.27 |
| 4 | -0.3570 | -15.68 |
| 5 | -0.1947 | -9.78 |